A 18-piece molecular cluster, C22H38Cl34FNO5 overall in a non-equilibrium geometry, computed with wB97M-V/def2-TZVPD.

```
101
Properties=species:S:1:pos:R:3:forces:R:3:lowdin_charge:R:1
O 3.0209 1.4639 -1.4651 3.587 1.889 -9.305 -0.005
C 3.4062 1.6717 -2.7548 -1.852 -1.069 6.279 -0.154
F 4.8341 2.0194 -3.1052 -4.929 -1.291 0.898 -0.012
N 2.3419 1.4854 -3.8168 1.918 2.200 0.766 0.125
C 1.6079 2.7829 -4.1148 1.802 5.934 0.215 -0.197
O 2.1860 3.9867 -4.1253 -3.268 -7.808 0.306 0.005
C -0.0062 2.7107 -4.3925 0.521 0.590 -0.670 -0.140
C -1.0623 2.6220 -3.1418 0.196 0.726 0.122 -0.147
O -2.0312 1.6675 -3.7671 3.259 -2.616 0.675 -0.086
C -1.0841 0.6298 -4.2914 -0.110 -3.362 0.686 -0.205
O -1.0351 -0.6796 -4.0302 -0.460 9.557 -2.195 0.055
O -0.2062 1.4732 -5.1625 -1.464 -1.964 3.196 -0.022
H 2.7057 1.0254 -4.6807 -0.372 0.631 0.805 0.155
H -0.2950 3.6131 -5.0791 0.797 -1.720 1.315 0.181
H -0.6249 2.2682 -2.0921 -0.838 0.392 -2.967 -0.008
H -1.6651 3.6002 -2.9204 1.318 -1.777 -0.864 0.103
C -1.9053 -0.1392 -0.7972 -0.106 -0.300 -0.314 -1.022
Cl -3.1537 -0.5749 0.3764 0.021 -0.013 -0.098 0.516
Cl -1.0046 1.2868 -0.2677 0.061 -0.217 0.743 0.590
H -1.2125 -0.9770 -0.9072 -0.236 0.504 0.115 -0.059
H -2.3797 0.0759 -1.7578 0.096 0.011 0.303 0.015
C -4.9025 3.6345 -3.5084 -0.093 -0.301 -0.161 -1.075
Cl -5.4278 4.1098 -1.8886 -0.046 -0.039 0.048 0.509
Cl -3.7191 4.7779 -4.1543 0.042 0.084 -0.139 0.537
H -4.4477 2.6422 -3.4580 -0.005 0.376 0.041 -0.025
H -5.7711 3.6090 -4.1708 0.501 0.206 0.329 -0.076
C 5.1261 -0.3392 0.7595 -0.126 0.502 -0.069 -0.989
Cl 4.5022 -0.8250 2.3406 0.317 0.561 -0.151 0.467
Cl 5.7873 -1.7250 -0.1165 0.060 -0.007 -0.088 0.505
H 4.3124 0.0962 0.1744 0.183 -0.215 0.140 0.002
H 5.9162 0.4021 0.9013 -0.128 -0.308 0.000 0.036
C 6.5755 -4.7674 2.1510 -0.265 0.136 -0.296 -1.040
Cl 5.7349 -6.0314 3.0572 -0.040 -0.056 -0.013 0.516
Cl 8.1357 -4.3861 2.8894 0.056 0.127 -0.229 0.551
H 6.7411 -5.1135 1.1279 -0.052 0.088 0.453 -0.052
H 5.9572 -3.8665 2.1402 0.195 -0.240 0.122 -0.037
C 2.0800 -4.6449 3.1508 -0.052 -0.443 -0.244 -1.002
Cl 1.5547 -4.1696 4.7705 -0.036 -0.063 -0.011 0.504
Cl 3.2634 -3.5015 2.5049 -0.417 -0.359 0.016 0.481
H 2.5348 -5.6372 3.2012 -0.031 0.301 0.078 0.015
H 1.2114 -4.6703 2.4883 0.214 0.143 0.204 0.028
C -7.8219 0.8134 -2.2109 -0.032 0.300 0.260 -1.015
Cl -8.8226 -0.4607 -2.9185 -0.114 0.046 0.015 0.526
Cl -6.1366 0.6551 -2.7202 -0.011 -0.189 0.156 0.525
H -8.2018 1.7854 -2.5350 0.113 -0.295 -0.030 0.011
H -7.8727 0.7420 -1.1217 0.079 -0.086 -0.318 0.037
C 2.4715 4.5963 -0.2535 0.352 -0.307 0.122 -0.989
Cl 0.9338 4.2364 -1.0481 -0.053 0.018 0.150 0.566
Cl 2.7421 6.3402 -0.1518 0.048 -0.007 0.043 0.532
H 2.4562 4.1791 0.7564 -0.117 0.172 -0.270 0.040
H 3.2832 4.1430 -0.8276 -0.274 0.191 0.058 0.020
C -1.1229 7.7090 0.0965 0.273 0.087 -0.317 -1.017
Cl -2.1151 6.3799 -0.5155 -0.002 0.033 -0.098 0.487
Cl -1.4736 8.0330 1.7985 0.083 0.136 0.044 0.522
H -0.0683 7.4415 -0.0048 -0.283 -0.050 0.115 -0.011
H -1.3333 8.6081 -0.4876 -0.078 -0.252 0.226 0.033
C 5.0266 -0.1826 6.2357 -0.152 0.243 0.192 -1.022
Cl 4.0258 -1.4566 5.5281 -0.110 0.004 0.177 0.474
Cl 6.7119 -0.3409 5.7263 0.037 0.081 0.054 0.495
H 4.6467 0.7894 5.9116 0.130 -0.302 -0.032 0.030
H 4.9758 -0.2540 7.3249 0.066 -0.094 -0.317 0.029
C -6.9715 2.0745 -6.9303 -0.035 -0.326 -0.348 -0.983
Cl -7.4968 2.5498 -5.3106 -0.479 -0.140 -0.214 0.565
Cl -5.7881 3.2179 -7.5763 -0.021 -0.082 -0.009 0.519
H -6.5167 1.0822 -6.8799 -0.052 0.314 0.103 0.036
H -7.8401 2.0490 -7.5928 0.211 0.133 0.241 0.033
C -2.5107 6.4874 5.1181 -0.266 -0.024 -0.353 -1.017
Cl -1.5983 7.6729 6.0602 0.012 0.178 -0.161 0.534
Cl -2.2370 4.8486 5.7217 -0.068 0.005 -0.039 0.513
H -3.5760 6.7197 5.1901 0.309 -0.070 0.103 0.034
H -2.1912 6.5403 4.0745 0.029 -0.047 0.336 -0.024
C 9.1639 -5.5450 6.0651 -0.251 0.165 -0.209 -1.056
Cl 10.0353 -4.6095 7.2861 -0.053 0.090 0.006 0.496
Cl 9.8209 -7.1803 5.9282 -0.072 -0.037 -0.086 0.493
H 8.1107 -5.6074 6.3495 0.319 -0.029 -0.008 0.031
H 9.2560 -5.0424 5.0992 0.083 -0.227 0.415 -0.051
C -7.5734 -4.1761 -2.6417 -0.283 0.240 0.243 -1.013
Cl -8.5742 -5.4501 -3.3493 -0.032 0.047 0.064 0.511
Cl -5.8881 -4.3344 -3.1510 0.077 0.214 0.021 0.526
H -7.9533 -3.2041 -2.9658 0.188 -0.300 -0.016 -0.020
H -7.6242 -4.2475 -1.5525 0.091 -0.090 -0.310 0.035
C -2.2107 6.7178 9.4865 -0.210 0.034 -0.311 -1.052
Cl -1.2983 7.9033 10.4286 -0.040 0.097 -0.070 0.496
Cl -1.9370 5.0790 10.0901 -0.076 -0.046 -0.067 0.493
H -3.2760 6.9502 9.5584 0.300 -0.079 0.120 0.032
H -1.8912 6.7707 8.4429 0.008 -0.073 0.419 -0.059
C -4.5734 -7.7385 -3.1106 -0.259 0.252 0.229 -1.055
Cl -5.5742 -9.0126 -3.8182 -0.057 0.063 0.057 0.505
Cl -2.8881 -7.8968 -3.6200 0.122 0.117 0.064 0.501
H -4.9533 -6.7665 -3.4348 0.131 -0.390 -0.002 -0.045
H -4.6242 -7.8099 -2.0215 0.078 -0.073 -0.303 0.023
C 8.4521 -6.0085 -0.9243 0.279 -0.104 0.241 -1.021
Cl 7.3458 -4.6737 -1.2702 0.034 0.074 -0.064 0.519
Cl 8.5518 -7.1229 -2.2928 0.051 -0.024 0.108 0.516
H 9.4466 -5.6032 -0.7224 -0.294 -0.055 -0.151 0.037
H 8.0905 -6.5523 -0.0482 0.014 0.087 -0.275 0.025
C -2.0968 -4.7625 -1.3937 0.028 -0.252 -0.351 -1.012
Cl -3.3451 -5.1982 -0.2202 -0.023 -0.091 -0.069 0.502
Cl -1.1961 -3.3365 -0.8642 0.141 -0.361 -0.067 0.572
H -1.4040 -5.6003 -1.5037 -0.182 0.248 0.134 0.025
H -2.5712 -4.5474 -2.3543 0.080 0.042 0.309 0.021
```
Positions in Å, forces in eV/Å.

Properties
orbital gap: 9.386 eV
E: -463632.299 eV
HOMO energy: -10.6 eV